# 1
{"formula": "C24H40NO6P2ReS2", "method": "ωB97M-V/def2-TZVPD", "spin_multiplicity": 4, "fmax_ev_per_a": 0.31, "charge": 3, "s_squared": 3.7791, "orbital_gap_ev": [7.27, 7.77], "symbols": ["Re", "C", "C", "C", "O", "P", "O", "C", "P", "O", "O", "C", "C", "C", "O", "C", "C", "C", "O", "C", "C", "C", "H", "H", "H", "H", "H", "H", "H", "H", "H", "H", "H", "H", "H", "H", "H", "H", "H", "H", "H", "H", "H", "H", "H", "H", "H", "H", "H", "H", "H", "H", "S", "C", "C", "C", "C", "C", "C", "H", "H", "H", "H", "H", "S", "C", "N", "C", "C", "C", "C", "H", "H", "H", "H", "H"], "positions_angstrom": [[1.679, -1.730, -0.809], [-3.123, 0.799, -3.593], [-1.997, 1.720, -3.195], [-1.421, 2.507, -4.341], [-0.880, 0.855, -2.652], [-0.412, 0.839, -1.184], [0.937, 0.112, -1.155], [-1.583, -0.041, -0.139], [-0.769, -0.870, 1.244], [0.244, -1.846, 0.631], [-1.798, -1.521, 2.163], [-2.517, -2.850, 2.184], [-1.529, -3.931, 2.536], [-3.236, -3.047, 0.875], [-0.030, 0.213, 2.066], [-0.631, 0.920, 3.264], [-0.282, 2.378, 3.118], [-0.077, 0.262, 4.500], [-0.324, 2.250, -0.574], [0.498, 3.369, -1.167], [1.765, 3.469, -0.356], [-0.367, 4.601, -1.127], [-3.964, 1.399, -3.943], [-3.473, 0.194, -2.756], [-2.816, 0.150, -4.413], [-2.299, 2.376, -2.375], [-1.057, 1.838, -5.121], [-0.609, 3.160, -4.025], [-2.206, 3.131, -4.768], [-2.073, -0.805, -0.750], [-2.346, 0.653, 0.224], [-3.223, -2.685, 2.995], [-0.804, -4.082, 1.736], [-2.075, -4.863, 2.686], [-1.005, -3.701, 3.462], [-2.521, -3.156, 0.055], [-3.926, -2.228, 0.670], [-3.822, -3.964, 0.931], [-1.709, 0.772, 3.197], [0.799, 2.519, 3.162], [-0.723, 2.936, 3.944], [-0.660, 2.789, 2.183], [1.008, 0.364, 4.539], [-0.338, -0.795, 4.542], [-0.498, 0.750, 5.379], [0.719, 3.076, -2.196], [1.531, 3.702, 0.684], [2.381, 4.273, -0.757], [2.336, 2.541, -0.404], [-0.630, 4.853, -0.100], [-1.281, 4.472, -1.705], [0.185, 5.438, -1.553], [2.667, -3.216, -2.146], [0.912, -3.461, -2.317], [0.146, -2.464, -2.952], [-1.238, -2.621, -3.043], [-1.833, -3.768, -2.551], [-1.068, -4.762, -1.923], [0.291, -4.610, -1.784], [0.637, -1.644, -3.464], [-1.823, -1.871, -3.556], [-2.899, -3.916, -2.670], [-1.547, -5.660, -1.556], [0.892, -5.368, -1.299], [3.773, -1.680, 0.220], [4.146, -0.200, 1.093], [5.476, 0.001, 1.248], [6.008, 1.022, 1.943], [5.180, 1.945, 2.532], [3.806, 1.779, 2.389], [3.283, 0.709, 1.675], [6.109, -0.668, 0.819], [7.087, 1.061, 1.996], [5.600, 2.767, 3.092], [3.135, 2.490, 2.853], [2.214, 0.571, 1.591]]}

# 2
{"formula": "C24H40O10", "method": "ωB97M-V/def2-TZVPD", "spin_multiplicity": 1, "fmax_ev_per_a": 11.16, "orbital_gap_ev": 7.92, "symbols": ["C", "C", "C", "O", "C", "H", "H", "H", "H", "H", "H", "H", "H", "C", "C", "C", "O", "C", "H", "H", "H", "H", "H", "H", "H", "H", "O", "C", "O", "C", "C", "C", "H", "H", "H", "H", "H", "H", "O", "C", "O", "C", "C", "C", "H", "H", "H", "H", "H", "H", "O", "C", "O", "C", "C", "C", "H", "H", "H", "H", "H", "H", "O", "C", "O", "C", "C", "C", "H", "H", "H", "H", "H", "H"], "positions_angstrom": [[0.674, 6.140, -0.049], [-0.533, 5.405, 0.560], [-0.509, 3.891, 0.057], [0.153, 4.085, -1.211], [1.195, 5.162, -1.064], [1.587, 6.348, 0.509], [0.296, 7.051, -0.511], [-1.448, 5.874, 0.199], [-0.673, 5.483, 1.638], [-1.545, 3.559, -0.015], [-0.051, 3.157, 0.720], [1.491, 5.647, -1.994], [2.137, 4.754, -0.697], [-2.563, -2.879, -2.205], [-2.545, -1.479, -1.681], [-1.068, -1.243, -1.107], [-0.370, -2.421, -1.405], [-1.322, -3.484, -1.595], [-2.635, -2.860, -3.292], [-3.497, -3.358, -1.911], [-3.201, -1.183, -0.862], [-2.744, -0.758, -2.474], [-1.157, -1.116, -0.028], [-0.513, -0.397, -1.512], [-1.527, -3.985, -0.649], [-0.939, -4.320, -2.181], [-1.594, -0.392, 1.889], [-2.642, -0.716, 1.359], [-3.272, 0.068, 0.432], [-4.560, -0.480, 0.021], [-4.495, -1.914, 0.447], [-3.454, -1.981, 1.537], [-4.844, -0.270, -1.010], [-5.411, -0.012, 0.516], [-4.225, -2.660, -0.300], [-5.516, -2.217, 0.678], [-2.741, -2.805, 1.518], [-3.834, -1.848, 2.550], [4.933, -2.072, -2.280], [3.762, -1.891, -1.981], [3.342, -1.854, -0.709], [2.018, -1.572, -0.645], [1.419, -2.054, -1.947], [2.566, -1.797, -2.904], [1.857, -0.498, -0.551], [1.492, -2.069, 0.170], [0.396, -1.808, -2.232], [1.392, -3.144, -1.942], [2.595, -0.769, -3.265], [2.794, -2.530, -3.677], [2.177, -1.354, 5.257], [2.510, -1.181, 4.086], [3.279, -2.055, 3.503], [3.702, -1.654, 2.220], [3.713, -0.124, 2.358], [2.444, 0.003, 3.191], [2.959, -2.097, 1.558], [4.704, -2.063, 2.093], [3.644, 0.416, 1.413], [4.673, 0.221, 2.741], [1.528, 0.000, 2.599], [2.366, 0.956, 3.715], [2.197, -0.502, 1.017], [1.261, 0.103, 0.543], [1.479, 0.731, -0.627], [0.347, 1.477, -1.061], [-0.776, 1.115, -0.032], [-0.204, 0.076, 0.877], [0.107, 1.056, -2.038], [0.559, 2.545, -1.090], [-1.824, 1.073, -0.329], [-0.671, 1.961, 0.649], [-0.538, -0.901, 0.528], [-0.306, 0.410, 1.910]]}

# 3
{"formula": "C24H41AlBrCl2LiN2NaO13PS", "method": "ωB97M-V/def2-TZVPD", "spin_multiplicity": 1, "fmax_ev_per_a": 4.34, "orbital_gap_ev": 1.11, "symbols": ["C", "C", "S", "C", "C", "C", "O", "C", "O", "C", "C", "O", "C", "C", "C", "C", "C", "C", "C", "C", "C", "C", "N", "P", "O", "O", "O", "C", "H", "H", "H", "H", "H", "H", "H", "H", "H", "H", "H", "H", "H", "H", "H", "H", "H", "H", "H", "H", "H", "H", "H", "H", "H", "H", "H", "H", "H", "H", "H", "C", "C", "O", "O", "H", "H", "H", "Li", "O", "H", "Na", "C", "C", "O", "C", "H", "H", "H", "H", "H", "H", "Br", "Cl", "Al", "N", "O", "O", "O", "Cl"], "positions_angstrom": [[3.998, -3.092, 1.473], [4.037, -3.093, -0.103], [3.089, -4.482, -0.864], [1.719, -3.859, -1.959], [0.572, -3.023, -1.280], [1.044, -1.583, -0.969], [1.925, -1.098, -2.001], [1.684, 0.286, -2.184], [1.919, 0.953, -0.960], [0.934, 1.940, -0.625], [-0.128, 1.452, 0.404], [-0.382, 2.409, 1.426], [-0.839, -2.931, -1.971], [-1.770, -2.627, -0.756], [-3.029, -1.812, -0.697], [-4.278, -2.641, -1.025], [-4.296, -3.766, -1.873], [-5.510, -4.432, -2.074], [-6.756, -4.002, -1.461], [-6.766, -2.865, -0.636], [-8.027, -2.307, 0.008], [-5.519, -2.214, -0.422], [-1.216, -3.202, 0.251], [-1.766, -3.224, 1.945], [-3.138, -2.733, 2.099], [-0.754, -2.337, 2.829], [-1.750, -4.750, 2.469], [0.079, -3.933, -0.076], [3.412, -2.232, 1.862], [3.550, -4.017, 1.860], [5.018, -3.037, 1.926], [3.778, -2.097, -0.495], [5.101, -3.249, -0.364], [2.143, -3.364, -2.848], [1.233, -4.781, -2.344], [0.220, -0.851, -0.895], [1.598, -1.598, -0.027], [2.417, 0.662, -2.920], [0.643, 0.388, -2.552], [0.496, 2.329, -1.560], [1.482, 2.765, -0.132], [-1.060, 1.156, -0.129], [0.262, 0.501, 0.831], [-0.162, 1.952, 2.246], [-0.955, -2.261, -2.842], [-1.011, -3.946, -2.389], [-2.948, -1.012, -1.453], [-3.184, -1.294, 0.264], [-3.373, -4.082, -2.367], [-5.528, -5.305, -2.736], [-7.655, -4.585, -1.678], [-8.197, -2.682, 1.033], [-8.922, -2.456, -0.621], [-7.897, -1.209, 0.080], [-5.524, -1.325, 0.221], [-0.404, -2.869, 3.560], [-1.217, -5.312, 1.872], [-0.252, -4.878, -0.560], [0.727, -4.028, 0.797], [1.066, 6.086, 0.354], [0.555, 6.706, -0.946], [0.088, 7.864, -0.866], [0.661, 5.984, -1.964], [0.940, 6.775, 1.193], [0.516, 5.168, 0.575], [2.124, 5.845, 0.258], [-5.414, -4.959, 0.283], [-2.011, -7.641, 2.198], [-1.843, -6.852, 2.726], [4.010, -0.732, 2.929], [4.602, 9.621, 0.339], [4.139, 8.646, -0.718], [3.397, 7.758, -0.400], [4.631, 8.838, -2.126], [4.128, 9.296, 1.279], [5.687, 9.592, 0.450], [4.279, 10.636, 0.096], [5.720, 8.763, -2.155], [4.313, 9.811, -2.504], [4.208, 8.061, -2.759], [-5.677, -7.341, 1.425], [-5.110, -0.570, -2.218], [3.358, 9.637, 3.155], [5.347, 2.784, 4.718], [5.579, 1.602, 4.338], [4.484, 3.461, 4.128], [5.979, 3.258, 5.668], [1.377, -2.414, 1.938]]}